[1]
C5H8O in the gas phase, computed with ωB97M-V/def2-TZVPD.

## Properties
- Kohn-Sham gap: 10.527 eV
- Highest occupied orbital energy: -9.646 eV
- LUMO energy: 0.032 hartree
- Structure (SMILES): CC#C[C@@H](C)O
- Energy relative to the best compared isomer or geometry (same formula, charge and spin): 43.2 kcal/mol

Geometry as ORCA input:
```
! RIJCOSX wB97M-V def2-TZVPD def2/J DEFGRID3
* xyz 0 1
O -1.64 1.33 0.63
C 0.20 0.15 -0.30
C -2.11 -0.81 -0.25
C 1.39 0.02 -0.15
C 2.82 -0.11 0.09
C -1.25 0.43 -0.40
H -3.16 -0.52 -0.24
H -0.96 2.02 0.69
H 3.16 -1.14 -0.05
H 3.06 0.18 1.12
H -1.45 0.89 -1.38
H 3.40 0.54 -0.58
H -1.88 -1.31 0.70
H -1.93 -1.51 -1.07
*
```


[2]
C2H7NO2S in the gas phase in a non-equilibrium geometry, computed with ωB97M-V/def2-TZVPD.

## Properties
- Kohn-Sham gap: 8.956 eV
- Highest occupied orbital energy: -8.238 eV
- LUMO energy: 0.026 hartree
- Structure (SMILES): C=[S@](=O)(O)CN
- Energy relative to the best compared isomer or geometry (same formula, charge and spin): 91.1 kcal/mol

Geometry as ORCA input:
```
! RIJCOSX wB97M-V def2-TZVPD def2/J DEFGRID3
* xyz 0 1
S -0.69 0.49 0.07
O -0.63 1.87 0.40
O -0.60 0.24 -1.64
N 1.97 0.19 -0.63
C 1.14 -0.17 0.37
C -1.98 -0.36 0.57
H 1.26 0.66 1.15
H 1.77 -0.12 -1.55
H 2.13 1.16 -0.59
H 1.02 -1.18 0.67
H -2.36 0.00 1.55
H -1.66 -1.40 0.46
H -1.57 0.26 -1.92
*
```


[3]
A molecular structure, C16H29N5O2P2Se5TeTl, computed with ωB97M-V/def2-TZVPD.

## Properties
- Kohn-Sham gap: 6.843 eV
- Highest occupied orbital energy: -4.685 eV
- LUMO energy: 0.079 hartree
- Energy relative to the best compared isomer or geometry (same formula, charge and spin): 0.0 kcal/mol

Geometry as ORCA input:
```
! RIJCOSX wB97M-V def2-TZVPD def2/J DEFGRID3
* xyz -1 1
Tl 0.61 -0.50 -0.84
Te -0.90 1.70 -3.71
Se 1.40 0.89 -4.31
Se 1.29 -1.26 -3.39
Se 2.80 -0.02 0.51
Se 0.09 -3.06 -0.26
Se -0.61 1.80 -1.21
P 0.37 2.47 2.00
P -0.98 -0.40 2.14
O 3.55 -5.40 1.33
O 1.47 -4.00 2.52
N -2.86 -2.83 -2.67
N -2.97 -1.33 -1.04
N -2.97 -3.37 -1.48
N -3.05 -2.52 -0.49
N -2.90 -4.74 -1.25
C 0.04 -0.50 4.79
C 1.37 1.23 5.81
C 0.78 -0.03 5.87
C -0.76 3.82 2.54
C 4.03 -4.12 0.98
C -0.10 0.26 3.63
C 1.99 -3.59 -0.33
C -2.87 -1.54 -2.36
C -1.70 -1.96 2.81
C 2.19 -2.84 2.09
C -2.52 0.62 2.10
C 0.51 1.52 3.56
C 2.92 -3.06 0.77
C 1.23 1.99 4.66
C 3.67 -1.78 0.35
C 1.95 3.41 1.95
H -0.86 4.54 1.72
H 1.70 2.96 4.61
H -1.74 3.41 2.75
H 4.71 -3.74 1.75
H 0.69 -4.04 1.94
H -2.37 1.48 1.46
H 2.78 2.71 1.89
H 2.81 -5.26 1.94
H -2.08 -4.87 -0.66
H 1.94 1.60 6.65
H 0.89 -0.64 6.75
H 2.39 -3.32 -1.31
H -0.91 -2.68 3.02
H 1.94 4.01 1.03
H 2.90 -2.60 2.88
H -3.29 0.00 1.64
H -2.30 -1.80 3.71
H -2.76 -0.76 -3.09
H -0.39 4.34 3.42
H 1.97 -4.67 -0.28
H 4.60 -4.23 0.05
H -2.67 -5.13 -2.16
H 4.01 -1.89 -0.68
H 1.51 -1.99 2.01
H 2.08 4.08 2.80
H -0.40 -1.48 4.86
H -2.32 -2.37 2.02
H 4.56 -1.67 0.98
H -2.85 0.93 3.09
*
```


[4]
2 unconnected molecules or ions with the total composition C3H8NOS in a non-equilibrium geometry, computed with ωB97M-V/def2-TZVPD.

## Properties
- Kohn-Sham gap: 9.063 eV
- Highest occupied orbital energy: -14.004 eV
- LUMO energy: -0.182 hartree
- Energy relative to the best compared isomer or geometry (same formula, charge and spin): 63.9 kcal/mol

Geometry as ORCA input:
```
! RIJCOSX wB97M-V def2-TZVPD def2/J DEFGRID3
* xyz 1 1
S -0.62 -1.35 1.06
O 0.16 -1.08 -1.37
N -1.96 0.78 0.84
C -1.18 1.36 0.02
C 1.76 -0.22 0.14
C 0.50 -0.89 -0.12
H 1.93 0.34 1.10
H 2.56 -0.95 0.31
H -2.80 1.35 1.13
H 1.93 0.59 -0.57
H 0.62 -0.74 -2.23
H -1.24 -2.23 0.31
H -1.31 2.40 -0.35
H -0.35 0.64 -0.26
*
```


[5]
A gas-phase ion, C5H10NS (charge +1) in a non-equilibrium geometry, computed with ωB97M-V/def2-TZVPD.

## Properties
- Kohn-Sham gap (alpha / beta): 6.765 / 6.768 eV
- Highest occupied orbital energy (alpha / beta): -12.867 / -12.868 eV
- LUMO energy (alpha / beta): -0.224 / -0.224 hartree
- Energy relative to the best compared isomer or geometry (same formula, charge and spin): 81.9 kcal/mol

Geometry as ORCA input:
```
! RIJCOSX wB97M-V def2-TZVPD def2/J DEFGRID3
* xyz 1 1
S 2.00 -0.84 -0.39
N -1.11 -0.34 -0.15
C 0.71 -1.98 -0.05
C 1.39 0.71 0.26
C -0.56 -1.58 0.20
C -2.48 -0.19 -0.19
C 2.16 1.96 0.03
H -2.94 -0.85 0.63
H 1.08 -2.96 0.19
H -3.08 -0.37 -0.99
H -2.75 0.93 0.08
H 0.45 0.70 0.78
H -1.16 -2.26 0.80
H 3.27 1.93 0.15
H -0.76 0.01 -1.05
H 1.94 2.30 -0.97
H 1.85 2.85 0.66
*
```


[6]
A molecular structure, C12H30N2O8STi in a non-equilibrium geometry, computed with ωB97M-V/def2-TZVPD.

## Properties
- Kohn-Sham gap (alpha / beta): 4.276 / 5.895 eV
- Highest occupied orbital energy (alpha / beta): -3.754 / -9.352 eV
- LUMO energy (alpha / beta): 0.019 / -0.127 hartree

Geometry as ORCA input:
```
! RIJCOSX wB97M-V def2-TZVPD def2/J DEFGRID3
* xyz 0 5
Ti -0.83 -0.64 0.04
S -2.51 -2.40 -1.42
O 0.71 1.54 4.48
O -1.38 -1.69 -2.03
O -3.78 -2.10 -2.04
O -2.31 -3.84 -1.43
O 0.58 -2.25 1.15
O -1.86 1.46 -0.51
O 1.36 0.79 -4.77
O -2.60 -1.88 -0.05
N 1.11 -0.92 -1.54
N -0.20 0.59 1.95
C 0.16 -3.25 2.12
C 0.42 1.27 -5.74
C 0.91 2.55 5.47
C 1.18 0.48 2.36
C -1.89 2.07 0.76
C 1.83 -0.33 -2.67
C -0.49 1.93 1.38
C 1.65 1.53 3.39
C 1.87 -1.93 -0.87
C 1.06 -2.85 -0.05
C -3.14 1.42 -1.11
C 0.79 0.35 -3.50
H -0.45 -2.80 2.90
H 1.62 2.53 2.96
H -2.13 3.14 0.75
H -0.72 0.52 2.81
H 2.64 -1.45 -0.26
H 1.88 2.57 5.97
H 0.16 -3.18 -0.56
H 0.98 1.75 -6.53
H 1.58 -3.77 0.20
H -0.46 -4.01 1.64
H 2.23 -1.10 -3.33
H 0.70 3.52 5.03
H -2.58 1.57 1.44
H -3.63 2.39 -1.11
H 1.41 -0.45 2.90
H 2.63 0.36 -2.40
H 0.98 -3.84 2.51
H 2.66 1.45 3.79
H 0.25 -1.36 -1.83
H 0.04 -0.41 -3.70
H 2.40 -2.54 -1.60
H -0.20 2.76 2.02
H 1.84 0.56 1.50
H 0.31 1.14 -2.93
H -0.19 0.49 -6.21
H 0.11 2.32 6.17
H -0.19 2.04 -5.28
H 0.18 2.13 0.54
H -2.97 1.11 -2.15
H -3.74 0.66 -0.60
*
```


Calculated total energy
In order: -7360.3804, -18604.4431, -385907.1144, -17603.6594, -17662.7713, -66235.1098
Unit: eV